[1]
# C4H11NO3S

A 2-piece molecular cluster, C4H11NO3S overall in a non-equilibrium geometry (the ωB97M-V functional and the def2-TZVPD basis, the OMol25 dataset).

```
20
Properties=species:S:1:pos:R:3:mulliken_charge:R:1
C -0.03 -1.02 1.50 -1.3749
C 0.17 -1.32 -1.30 -0.8632
C 0.48 1.23 -1.56 -1.1174
C 0.14 0.22 0.62 0.1842
N 0.55 -0.03 -0.62 -0.0087
O -2.59 0.34 1.07 -0.6484
O -1.15 2.05 2.20 -0.5238
O -1.79 2.36 -0.08 -0.6337
S -1.50 1.23 0.78 1.2606
H 0.23 -0.77 2.52 0.3748
H -1.05 -1.42 1.35 0.3937
H 0.76 -1.84 1.10 0.3035
H 0.76 -1.50 -2.33 0.2485
H 0.40 -2.23 -0.70 0.3004
H -0.89 -1.26 -1.57 0.3362
H 0.62 2.01 -0.88 0.4787
H 1.31 1.26 -2.23 0.3017
H -0.44 1.13 -2.09 0.4069
H 1.02 1.50 1.14 0.2541
H -0.94 2.92 1.92 0.3269
```

The calculation puts the LUMO energy at 0.30 eV. The value obtained for the total energy is -22790.1581 eV. Its HOMO energy is -8.83 eV.



[2]
# C4H11NO4

A 3-piece molecular cluster, C4H11NO4 overall in a non-equilibrium geometry (the ωB97M-V functional and the def2-TZVPD basis, the OMol25 dataset).

```
20
Properties=species:S:1:pos:R:3:mulliken_charge:R:1
N -0.74 2.35 -0.42 -0.6341
C -0.21 1.10 -0.94 0.2827
C -1.17 0.07 -1.51 -0.2757
O -0.77 -0.79 -2.25 -0.4903
C 0.46 0.32 0.24 -0.5614
C 1.80 0.88 0.57 -0.2496
O 2.57 0.32 1.32 -0.5373
H -1.47 2.20 0.26 0.2301
H -1.11 2.99 -1.10 0.2283
H 0.60 1.31 -1.63 0.4570
H -2.20 0.14 -1.15 0.3343
H -0.13 0.15 1.14 0.4326
H 0.65 -0.69 -0.15 0.3997
H 2.09 1.85 0.13 0.3976
O 1.84 -2.28 0.79 -0.6642
H 1.71 -2.16 1.73 0.3196
H 2.56 -1.64 0.66 0.3273
O -2.17 -1.71 0.66 -0.6046
H -1.62 -2.36 0.22 0.3232
H -2.68 -2.05 1.42 0.2850
```

The calculation puts the LUMO energy at 0.56 eV. The value obtained for the total energy is -14005.4140 eV. The SMILES is N[C@H](C=O)CC=O.O.O. Its HOMO energy is -9.31 eV.



[3]
# C4H11NO4

A 3-piece molecular cluster, C4H11NO4 overall (the ωB97M-V functional and the def2-TZVPD basis, the OMol25 dataset).

```
20
Properties=species:S:1:pos:R:3:mulliken_charge:R:1
C 1.07 -1.15 1.04 -1.0115
C 0.28 -1.54 -0.18 0.6877
O -0.18 -2.66 -0.33 -0.6411
N 0.14 -0.58 -1.14 -0.0955
C 0.45 0.82 -0.97 -0.4700
C 1.82 1.19 -1.50 -0.0463
O 2.36 2.22 -1.24 -0.4780
H 0.56 -0.37 1.60 0.2478
H 1.19 -2.02 1.68 0.3082
H 2.08 -0.79 0.79 0.3267
H -0.48 -0.82 -1.90 0.2159
H -0.29 1.42 -1.47 0.4398
H 0.39 1.13 0.07 0.1618
H 2.32 0.44 -2.16 0.3548
O -2.31 1.00 0.15 -0.6020
H -3.21 0.77 -0.13 0.3080
H -2.25 0.75 1.08 0.3538
O -2.19 0.33 2.86 -0.6927
H -1.81 0.94 3.49 0.3155
H -1.90 -0.55 3.13 0.3172
```

The calculation puts the LUMO energy at 0.26 eV. The value obtained for the total energy is -14006.5959 eV. The SMILES is CC(=O)NCC=O.O.O. Its HOMO energy is -9.50 eV.



[4]
# C4H11NOP

A 2-piece molecular cluster, C4H11NOP overall in a non-equilibrium geometry (the ωB97M-V functional and the def2-TZVPD basis, the OMol25 dataset).

```
18
Properties=species:S:1:pos:R:3:mulliken_charge:R:1
C -1.81 1.15 0.37 -0.3811
C -1.77 -0.09 -0.42 -0.5630
C -0.26 0.90 0.62 -0.6147
C 0.58 -1.02 -0.63 -0.2231
N -0.46 -0.49 0.20 0.0633
O 0.83 -2.30 -0.29 -0.5148
P 3.32 0.52 -0.24 -0.0037
H -2.02 2.10 -0.09 0.3378
H -2.40 1.03 1.28 0.2657
H -2.65 -0.93 -0.37 0.3134
H -1.62 -0.10 -1.46 0.2937
H 0.18 1.31 -0.21 0.3558
H 0.37 1.02 1.47 0.3674
H 0.52 -0.82 -1.75 0.3505
H -0.61 -1.30 0.92 0.4357
H 1.43 -2.93 -0.86 0.4005
H 3.29 0.18 1.09 0.0563
H 3.08 1.77 0.38 0.0603
```

The calculation puts the LUMO energy (spin up / spin down) at -4.41 / -4.15 eV. The value obtained for the total energy is -17140.6795 eV. Its net charge is +1. Its HOMO energy (spin up / spin down) is -12.69 / -12.20 eV.



Across the entries above, energy above the lowest of the compared OMol25 structures with the same formula, charge and spin takes the values 90.77 39.76 12.51 109.74 kcal/mol, respectively.